Record 1
This record from the Open Molecules 2025 dataset describes an isolated molecule of CH3ClN2 at a distorted geometry. The level of theory is ωB97M-V with the def2-TZVPD basis set.

Positions of all 7 atoms, in Å:
C: -0.37 0.24 0.38
N: 0.63 0.57 -0.57
N: 0.54 -0.85 -0.24
Cl: -1.98 -0.12 0.02
H: -0.26 0.51 1.45
H: 0.03 0.62 -1.33
H: 1.41 -0.97 0.29

Results
LUMO (alpha / beta) = 1.1 / -3.6 eV
ΔE to the lowest compared entry with this formula, charge and spin = 516.4 kJ/mol
⟨S²⟩ = 2.01
energy = -16578.9089 eV
spin multiplicity = 3



Record 2
This record from the Open Molecules 2025 dataset describes a cluster of 2 separate species, C4H7BN2O in total at a distorted geometry. The level of theory is ωB97M-V with the def2-TZVPD basis set.

Positions of all 15 atoms, in Å:
B: -0.79 -0.54 0.26
C: 1.18 0.93 -0.78
C: 1.76 -0.99 0.19
C: 0.64 -0.25 -0.23
C: -2.51 0.95 0.22
N: 2.49 0.89 -0.80
N: 2.81 -0.22 -0.12
O: -1.25 -1.76 0.70
H: 0.67 1.72 -1.35
H: 1.70 -1.97 0.43
H: -2.55 1.25 -0.75
H: -2.37 1.79 0.89
H: -3.31 0.39 0.55
H: 3.69 -0.59 -0.08
H: -2.17 -1.61 0.90

Results
LUMO = 0.6 eV
ΔE to the lowest compared entry with this formula, charge and spin = 190.8 kJ/mol
energy = -9964.1422 eV
spin multiplicity = 1



Record 3
This record from the Open Molecules 2025 dataset describes a cluster of 2 separate species, C27H28N4O3 in total at a distorted geometry. The level of theory is ωB97M-V with the def2-TZVPD basis set.

Positions of all 62 atoms, in Å:
C: -2.10 2.09 -3.14
C: -0.88 2.53 -2.41
N: 0.08 3.33 -2.96
C: 0.07 3.88 -4.32
C: 1.08 3.59 -2.01
C: 0.70 2.94 -0.82
C: 1.46 3.13 0.34
C: 2.61 3.89 0.27
C: 3.01 4.47 -0.93
C: 2.26 4.34 -2.07
C: -0.53 2.22 -1.08
C: -1.30 1.44 -0.18
C: -0.95 1.04 1.15
C: -1.79 1.12 2.27
C: -3.18 1.63 2.29
N: -1.09 0.76 3.40
C: -1.62 0.76 4.77
C: 0.21 0.39 3.03
C: 0.30 0.50 1.63
C: 1.46 0.08 0.96
C: 2.51 -0.39 1.71
C: 2.44 -0.44 3.11
C: 1.30 -0.06 3.77
H: -2.74 1.46 -2.53
H: -2.69 2.96 -3.45
H: -1.83 1.54 -4.04
H: 0.95 4.49 -4.50
H: 0.06 3.05 -5.04
H: -0.82 4.49 -4.48
H: 1.14 2.70 1.27
H: 3.20 4.03 1.16
H: 3.94 5.03 -0.96
H: 2.56 4.81 -2.99
H: -2.30 1.20 -0.51
H: -3.52 1.90 1.29
H: -3.86 0.89 2.69
H: -3.24 2.53 2.90
H: -0.87 0.40 5.47
H: -1.91 1.77 5.06
H: -2.49 0.11 4.83
H: 1.51 0.13 -0.11
H: 3.40 -0.73 1.21
H: 3.29 -0.80 3.66
H: 1.24 -0.11 4.85
C: 1.13 -5.26 1.42
N: 0.66 -4.79 0.15
C: 1.33 -3.71 -0.45
O: 2.34 -3.25 0.07
C: 0.80 -3.20 -1.65
C: -0.33 -3.77 -2.26
O: -0.80 -3.34 -3.31
N: -0.92 -4.88 -1.63
C: -2.01 -5.54 -2.29
C: -0.45 -5.40 -0.43
O: -0.99 -6.36 0.10
H: 0.53 -6.11 1.74
H: 2.17 -5.54 1.33
H: 1.05 -4.45 2.15
H: 1.27 -2.35 -2.13
H: -2.33 -6.41 -1.71
H: -2.85 -4.85 -2.39
H: -1.69 -5.87 -3.28

Results
LUMO = -2.3 eV
ΔE to the lowest compared entry with this formula, charge and spin = 101.9 kJ/mol
energy = -40556.1962 eV
spin multiplicity = 1



Record 4
This record from the Open Molecules 2025 dataset describes a structure of composition C13H25N4O2P2Sm at a distorted geometry. The level of theory is ωB97M-V with the def2-TZVPD basis set.

Positions of all 47 atoms, in Å:
C: -0.83 0.98 -3.63
C: -0.85 0.44 -2.33
N: -0.03 0.94 -1.36
C: 0.82 1.97 -1.64
C: 0.90 2.51 -2.93
C: 0.06 2.02 -3.93
C: -1.73 -0.73 -1.96
P: -2.02 -0.79 -0.13
Sm: 0.00 0.03 0.60
P: 1.92 1.22 0.83
C: 1.63 2.53 -0.48
O: -0.56 -3.66 -2.36
O: 0.61 -3.70 0.10
H: -1.50 0.57 -4.39
H: 1.59 3.33 -3.13
H: 0.10 2.43 -4.94
C: -3.52 0.24 0.16
C: -2.59 -2.50 0.22
H: 2.55 3.03 -0.83
H: 1.00 3.28 0.03
H: -1.20 -1.69 -2.18
H: -2.66 -0.73 -2.56
C: 2.29 2.18 2.35
C: 3.54 0.47 0.38
H: 0.71 -2.70 0.09
H: 0.32 -3.87 1.02
H: -0.20 -3.83 -1.45
H: 0.25 -3.54 -2.88
H: -0.79 1.33 1.32
H: 0.85 -1.27 -0.09
H: -4.39 -0.15 -0.39
H: -3.74 0.24 1.24
H: -3.29 1.27 -0.15
H: -3.45 -2.78 -0.41
H: -1.74 -3.18 0.03
H: -2.85 -2.56 1.29
H: 4.36 1.21 0.35
H: 3.78 -0.31 1.12
H: 3.44 -0.02 -0.60
H: 3.16 2.85 2.23
H: 1.39 2.76 2.61
H: 2.48 1.46 3.16
N: 0.18 -0.48 2.85
C: 0.08 -0.10 3.94
N: 0.00 0.49 5.19
C: -0.02 -0.27 6.34
N: -0.04 -0.91 7.30

Results
LUMO (alpha / beta) = -0.9 / -0.9 eV
ΔE to the lowest compared entry with this formula, charge and spin = 781.4 kJ/mol
⟨S²⟩ = 8.80
energy = -60413.2739 eV
spin multiplicity = 6



Record 5
This record from the Open Molecules 2025 dataset describes an isolated molecule of CH3NO6S at a distorted geometry. The level of theory is ωB97M-V with the def2-TZVPD basis set.

Positions of all 12 atoms, in Å:
C: 0.24 -0.07 -0.24
N: -1.14 2.79 1.85
O: -0.91 1.91 0.84
O: -2.17 3.31 1.82
O: 1.38 2.40 0.31
O: 2.01 0.35 1.60
O: -0.20 2.94 2.57
O: 0.92 0.93 2.41
S: 0.80 1.24 0.86
H: 1.15 -0.33 -0.81
H: -0.01 -0.89 0.48
H: -0.46 0.19 -1.17

Results
LUMO = 0.1 eV
SMILES string = CS1(=O)(O[N+](=O)[O-])OO1
ΔE to the lowest compared entry with this formula, charge and spin = 26.9 kJ/mol
energy = -25685.9021 eV
spin multiplicity = 1



Record 6
This record from the Open Molecules 2025 dataset describes a cluster of 2 separate species, ClH2NO3S in total at a distorted geometry. The level of theory is ωB97M-V with the def2-TZVPD basis set.

Positions of all 8 atoms, in Å:
N: 1.12 0.73 0.36
O: -1.59 -1.26 1.04
O: -0.89 -0.80 -1.22
O: 1.73 -0.22 -0.40
S: -1.14 -0.28 0.09
Cl: -2.59 1.26 0.01
H: 1.36 0.30 1.29
H: 2.00 0.27 -1.15

Results
LUMO (alpha / beta) = -1.5 / -2.7 eV
ΔE to the lowest compared entry with this formula, charge and spin = 119.8 kJ/mol
energy = -31018.2847 eV
spin multiplicity = 1